(1)
{"formula": "C3H8F8N2O5PRbS2", "method": "wB97M-V/def2-TZVPD", "elements": ["Rb", "C", "C", "O", "N", "H", "H", "C", "H", "H", "H", "H", "H", "H", "P", "F", "F", "F", "F", "F", "F", "N", "S", "O", "O", "F", "S", "O", "O", "F"], "coordinates": [[3.5375, -0.1942, -4.1715], [-1.5734, -3.5946, -0.4672], [-0.6563, -3.8525, 0.6883], [0.4429, -3.4439, 0.7106], [-1.2069, -4.7447, 1.7640], [-1.9067, -5.3674, 1.3864], [-0.4834, -5.3513, 2.1227], [-1.7658, -3.8431, 2.9659], [-0.8934, -3.1607, -1.2003], [-2.3732, -2.9012, -0.2068], [-1.9411, -4.5342, -0.8797], [-2.1081, -4.3993, 3.8385], [-2.7110, -3.4423, 2.5998], [-1.0222, -3.0890, 3.2238], [-2.5340, 2.2477, -5.4597], [-1.8360, 0.8724, -6.1055], [-3.4396, 1.3506, -4.4518], [-1.3364, 2.2055, -4.3978], [-2.9338, 3.6331, -4.7790], [-1.6663, 2.9889, -6.6290], [-3.7978, 2.2764, -6.4754], [3.4511, 3.3976, 3.7623], [4.5007, 4.5066, 3.3542], [4.1561, 5.9168, 3.2538], [5.6378, 4.0515, 2.5492], [5.2426, 4.5228, 4.7928], [2.6494, 3.6077, 2.2882], [3.2787, 2.9244, 1.2390], [1.8952, 4.8154, 1.9877], [1.3934, 2.6011, 2.6963]], "forces_ev_per_a": [[-0.208, 0.320, 0.023], [0.457, -0.174, 0.057], [-0.609, 0.419, -1.995], [0.866, -0.285, 1.358], [-0.213, 0.926, 2.280], [-0.645, 0.018, -0.087], [0.679, -0.069, 0.245], [-0.740, -0.504, -0.944], [-0.461, 0.226, -0.083], [-0.116, -0.105, -0.124], [-0.362, 0.035, 0.084], [0.767, -0.643, -0.207], [0.384, 0.496, -0.317], [-0.055, -0.194, -0.273], [0.486, -0.730, -1.255], [-1.175, -0.352, 0.193], [0.129, 0.122, -0.011], [1.198, -0.050, 0.482], [-0.814, 0.272, -0.294], [0.118, 0.732, 0.725], [0.313, -0.253, 0.243], [-1.693, 1.739, -3.385], [6.712, 2.700, 2.838], [-0.544, -1.896, -0.470], [-2.058, 0.334, 0.095], [-0.377, -0.229, 0.262], [-5.548, -0.940, 1.588], [0.978, -0.852, -1.609], [1.598, -1.398, 0.737], [0.932, 0.336, -0.151]], "e_tot_ev": -69812.6377}

=====

(2)
{"formula": "C12H11NS", "method": "wB97M-V/def2-TZVPD", "elements": ["C", "C", "C", "C", "C", "C", "C", "C", "C", "C", "C", "C", "H", "H", "H", "H", "H", "H", "H", "H", "H", "H", "H", "N", "S"], "coordinates": [[-1.3338, 0.3444, -0.2995], [-2.3876, 0.6733, 0.5583], [-3.4265, -0.2381, 0.7761], [-3.4406, -1.4720, 0.1205], [-2.4140, -1.7926, -0.7591], [-1.3782, -0.8845, -0.9727], [1.3519, 0.4168, -0.1407], [1.4049, -0.1721, 1.1310], [2.4673, -1.0108, 1.4741], [3.4762, -1.2705, 0.5440], [3.4160, -0.7103, -0.7294], [2.3602, 0.1276, -1.0651], [-0.6064, 3.2445, 0.6070], [-2.3946, 1.6401, 1.0587], [-4.2352, 0.0170, 1.4579], [-4.2584, -2.1651, 0.3017], [-2.4183, -2.7431, -1.2790], [-0.6085, -1.1243, -1.6935], [0.6141, 0.0440, 1.8405], [2.5159, -1.4580, 2.4586], [4.3135, -1.9025, 0.8243], [4.1768, -0.9161, -1.4659], [2.3321, 0.5989, -2.0475], [-0.0254, 2.3975, 0.7575], [0.0108, 1.4947, -0.6994]], "forces_ev_per_a": [[-0.977, -1.164, -1.006], [0.258, 0.160, -0.028], [0.242, -0.130, -0.258], [0.008, 0.363, 0.263], [0.166, 0.270, 0.089], [-0.238, 0.146, 0.081], [0.756, -0.720, -0.628], [-0.226, 0.223, -0.158], [-0.140, 0.406, -0.571], [-0.093, 0.093, -0.067], [-0.163, -0.034, 0.398], [-0.369, 0.416, -0.011], [0.488, -0.496, -0.354], [0.151, -0.245, -0.070], [0.179, 0.015, -0.139], [0.162, 0.075, -0.063], [0.026, 0.058, -0.007], [0.150, -0.073, 0.015], [0.061, 0.015, -0.038], [-0.076, 0.062, -0.013], [-0.117, 0.022, -0.085], [0.139, -0.025, -0.001], [-0.023, -0.172, 0.153], [-0.050, 0.044, -2.000], [-0.315, 0.691, 4.496]], "e_tot_ev": -24945.5188, "e_above_lowest_kcal_mol": 28.7}

=====

Looking at HOMO for the records above, in order, we have -0.299; -0.293 hartree.
Looking at molar mass for the records above, in order, we have 484.666; 201.294 g mol⁻¹.